Below is a molecular structure, C45H50N9PtS4SeSi, with properties calculated with wB97M-V/def2-TZVPD.

Geometry as XYZ:
```
111
Properties=species:S:1:pos:R:3:forces:R:3
H 3.7410 -1.6009 -0.8402 0.001 0.007 -0.018
H -5.5157 -1.2589 5.1935 -0.001 -0.001 0.002
Si -0.1937 3.8693 -3.6871 -0.031 -0.135 0.420
C 3.6225 2.0936 4.2839 0.010 0.001 -0.001
H 0.9217 2.6111 0.7026 0.000 -0.009 0.006
C 3.4330 -1.3873 -1.8544 -0.012 -0.028 0.026
C -0.6539 -5.2122 2.0959 -0.009 -0.009 -0.006
H -1.4344 -3.5759 3.2393 -0.006 0.003 -0.002
H 2.0369 -4.0405 5.3205 0.003 0.001 0.002
H 4.2023 -2.1404 -5.0602 0.000 0.001 -0.002
C -1.0701 4.7281 -5.0737 -0.025 0.027 -0.035
C -0.0055 4.9064 -2.1567 0.133 0.052 -0.058
S 1.5170 0.3320 -0.8054 -0.011 0.009 -0.060
C 1.4859 1.2069 3.6245 0.003 0.017 0.004
C 2.1561 0.3497 2.7653 -0.009 -0.001 -0.004
C -2.6732 -1.2479 2.6187 -0.027 0.008 -0.041
C -2.6712 3.3669 1.1882 -0.057 -0.026 -0.068
H 4.2031 2.7752 4.8912 0.000 0.000 0.001
S -1.4277 -1.2991 1.3567 0.035 0.078 0.297
H 0.4131 4.3137 -1.3404 -0.011 -0.008 -0.017
C -2.3614 -1.2108 3.9721 0.040 0.002 0.004
H 3.5048 -5.1840 1.4620 0.003 0.002 -0.005
H 0.4077 1.1764 3.6921 -0.001 0.008 0.006
H -2.0706 -3.2118 -4.3016 -0.040 0.000 0.031
H 5.3530 1.2317 3.3443 0.000 0.000 0.000
C 2.7624 3.7090 0.9247 0.006 0.000 0.038
C 1.6838 -2.6431 3.7430 0.048 0.021 -0.013
C -3.9883 -1.2803 2.1762 0.003 -0.015 -0.028
S -1.2396 -1.0491 -3.0189 0.252 -0.065 -0.021
S 1.2724 -0.8338 1.8057 -0.146 -0.039 -0.011
H -1.3315 -1.1735 4.2969 0.001 0.006 0.007
N 0.2363 0.9676 -1.2018 0.029 0.079 0.153
C -0.1867 -5.6351 0.8579 -0.023 -0.007 0.008
C 1.9732 -0.2142 -3.3970 0.114 -0.012 0.000
C 3.9191 1.6991 -0.6238 0.040 -0.026 -0.009
H -3.0731 -2.6449 -5.5839 0.032 0.008 -0.033
C -2.7346 4.3451 2.2629 -0.013 0.033 0.029
H 2.3285 -0.5889 -5.4766 0.003 0.002 -0.003
H 3.2026 -5.6591 3.8628 0.001 -0.001 0.002
C -0.1294 -4.7500 -0.2101 -0.010 0.012 -0.005
H 4.9124 -2.6446 -2.7515 0.000 0.001 0.007
C 3.6848 -1.6832 -4.2276 0.008 -0.010 -0.025
C 2.1650 -3.8274 4.2681 0.003 -0.001 0.016
H 4.0383 -0.3615 1.9846 0.002 0.001 -0.005
H -3.6386 4.9430 2.1563 0.006 0.004 0.005
C -5.0117 -1.2842 3.1110 0.002 0.001 -0.012
C -0.9853 -3.0215 1.2045 -0.052 -0.011 -0.085
N 1.6495 -0.8501 0.2968 0.034 -0.047 0.094
C 1.8717 -2.3923 2.3864 0.105 0.033 0.017
N -2.5708 -2.4496 -4.7304 0.081 0.006 0.036
H 1.9027 2.5743 -3.4117 0.079 -0.034 0.118
H 1.7451 2.7535 5.0829 -0.005 0.003 -0.005
H 4.7133 4.6014 0.9263 0.000 0.002 0.000
H -1.8679 5.0023 2.2168 -0.003 0.002 0.005
C 4.0862 -1.9691 -2.9268 -0.001 -0.004 0.027
C 4.2738 1.2242 3.4140 0.025 0.025 -0.007
C -4.7147 -1.2536 4.4667 0.006 0.000 0.002
H -2.0888 5.0221 -4.8187 0.008 0.013 0.029
N -4.5862 1.3191 -1.6049 -0.048 0.026 0.014
C -3.3942 -1.2140 4.8960 -0.024 -0.003 0.017
H 1.1600 0.4764 -3.5615 -0.033 0.019 -0.007
H -3.1686 -1.1857 5.9533 0.003 0.001 0.001
C 2.3786 -0.5123 -2.1047 -0.051 0.009 -0.105
H -0.9600 5.3230 -1.8347 -0.025 -0.010 -0.017
H -2.9620 0.7359 -4.5032 0.062 -0.147 -0.005
Se -1.9102 2.3429 -3.1075 -0.147 0.023 -0.659
Pt -1.6863 0.5559 -1.5056 -0.163 0.279 0.422
C 2.8216 -4.7371 3.4445 0.006 0.001 0.012
H -6.6197 -1.1956 -1.6461 -0.004 -0.002 0.006
H -0.5141 5.6407 -5.3078 -0.017 0.003 -0.030
H 0.2254 -5.0864 -1.1754 0.005 -0.005 -0.002
H -6.0417 -1.3129 2.7825 0.001 0.001 -0.003
C 2.2393 2.0846 4.3916 -0.022 -0.011 -0.013
H -3.8379 -0.4120 -5.4984 -0.007 0.003 0.016
N -3.1515 -0.2350 -4.7784 -0.016 0.302 0.077
H 2.0667 3.9680 -4.4775 0.038 -0.045 -0.008
H -4.1992 -1.2944 1.1152 -0.009 0.003 -0.004
H 2.6324 -3.0663 0.4980 0.011 -0.001 0.003
C -5.7902 -0.5113 -1.6358 -0.015 -0.004 -0.035
H 1.1837 -1.9213 4.3775 0.003 0.006 0.005
N -2.6432 2.6008 0.3341 0.256 -0.294 -0.132
H 5.7296 2.8270 -0.4577 0.002 0.000 0.000
C -5.8449 0.8684 -1.5865 -0.011 -0.002 -0.011
H -0.7146 -5.9092 2.9207 0.003 -0.002 0.002
H -2.7579 3.8352 3.2244 0.003 0.006 0.001
C 1.9814 2.6549 0.4843 0.024 0.002 -0.020
C 3.5422 0.3359 2.6489 -0.021 -0.004 -0.015
C 2.6323 -0.8123 -4.4627 -0.023 0.022 0.000
H -3.9373 -1.7760 -1.6874 0.008 0.004 0.018
C -2.4463 -1.2106 -4.2643 -0.205 -0.007 -0.106
N -0.2069 -0.6006 2.2062 0.059 -0.010 -0.087
H -6.6792 1.5482 -1.5424 -0.006 0.001 0.005
H 4.3672 0.9350 -1.2425 0.003 -0.013 -0.004
H 0.1211 -6.6636 0.7235 0.001 -0.004 0.002
C 4.6853 2.7701 -0.1825 -0.003 -0.003 0.004
C -0.5328 -3.4348 -0.0409 -0.044 0.011 -0.010
H 2.3177 4.4954 1.5202 0.000 0.004 -0.004
H -4.2368 2.2638 -1.5140 0.022 -0.004 -0.045
C 1.4197 3.1250 -4.2128 -0.073 0.109 -0.134
N -3.7147 0.3037 -1.6558 -0.012 -0.011 0.040
H 0.6757 5.7382 -2.3585 -0.001 -0.002 0.041
C -1.0606 -3.8996 2.2773 0.028 0.019 0.030
C -4.4321 -0.8185 -1.6712 0.006 -0.001 0.048
C 4.1112 3.7674 0.5913 -0.007 -0.012 0.010
C 2.9962 -4.4699 2.0953 -0.004 0.017 0.001
C 2.5220 -3.2838 1.5502 -0.055 -0.028 -0.006
H -0.5093 -2.7330 -0.8639 0.004 0.012 0.016
H -1.1034 4.1149 -5.9747 0.009 -0.003 -0.001
N -1.8588 -0.7066 0.1017 0.025 -0.300 -0.090
H 1.3319 2.4931 -5.0975 -0.008 -0.022 0.027
C 2.5781 1.6554 -0.2769 -0.150 0.089 -0.075
```
Positions in Å, forces in eV/Å.

Relative energy (zero: lowest compared OMol25 entry of this formula, charge and spin) (eV): 1.004
Net charge: +3
E_LUMO (alpha / beta) (eV): -8.9 / -8.9
Frontier orbital gap (alpha / beta) (eV): 6.251 / 6.252


Below is a molecular structure, C45H51BIrN4P2S2, with properties calculated with wB97M-V/def2-TZVPD.

Geometry as XYZ:
```
106
Properties=species:S:1:pos:R:3:forces:R:3
H 2.0533 -3.9689 -2.9586 -0.010 0.013 -0.008
C -2.2520 0.8616 0.0530 0.034 -0.017 0.002
H -2.0848 -7.7265 -2.5383 0.000 -0.001 0.000
S -1.6093 -5.4648 -1.8051 0.008 0.002 -0.012
N 1.4518 -1.9616 -0.4986 -0.076 0.010 -0.032
C 1.6415 0.7052 2.6856 -0.035 0.060 0.003
C -4.1502 -5.1995 -1.7818 0.000 -0.006 0.009
H -4.6630 -7.2437 -2.4439 -0.001 -0.002 0.000
H 2.8839 -3.3272 2.9641 -0.009 -0.010 -0.017
C 1.9512 1.1550 3.9746 -0.012 0.003 -0.006
C 0.1959 1.9885 -2.8204 -0.012 -0.045 -0.047
H 1.4970 2.1229 -4.5522 -0.001 0.004 0.002
H -5.8864 -0.3048 -0.6530 0.001 -0.001 0.000
C 3.1838 2.3348 1.7970 0.017 -0.001 0.019
C 1.0717 -2.1662 3.0558 0.080 -0.015 -0.064
C -1.6952 3.3829 0.9881 0.024 0.019 0.022
H -5.4614 1.9943 0.0639 0.002 0.003 0.000
C 3.0133 0.7347 -0.7183 -0.096 0.085 -0.018
C -2.0111 5.8706 1.4105 -0.001 0.003 -0.006
H -0.0165 -2.1795 4.9741 -0.009 -0.013 -0.007
C -3.0051 -4.4915 -1.5264 -0.001 0.005 -0.003
H 3.0851 2.5108 5.1838 -0.004 0.001 0.001
C -1.6179 -2.5687 -0.7838 0.018 0.004 -0.018
N -0.9604 1.2079 0.3046 -0.003 0.044 0.007
H 2.1510 -1.5010 -4.4390 0.011 0.001 -0.002
Ir 0.3653 -0.3346 -0.0222 -0.522 0.385 0.123
H 1.6461 -1.5804 5.0674 -0.013 0.017 0.002
H -0.6525 1.3840 4.5240 -0.015 0.009 -0.004
C 2.8568 2.1747 4.1821 0.013 0.005 -0.008
C 3.4498 2.7788 3.0746 -0.014 -0.019 0.009
C -1.1890 -0.8168 -3.7685 -0.001 0.021 0.012
C -1.3535 6.9539 2.0437 0.002 -0.001 0.003
H -2.0848 -1.9130 2.0872 0.002 0.002 0.012
H -0.7248 -3.1787 -0.8385 -0.003 -0.012 0.015
H 0.6893 -1.9620 -5.2885 -0.002 -0.004 0.001
B 2.5362 -4.0657 -1.8460 -0.090 -0.069 0.037
H -1.6353 0.5356 2.4716 0.029 0.007 -0.007
H -0.7373 -0.2081 5.2851 0.007 -0.003 -0.003
H 1.9101 3.2372 -2.4098 -0.004 0.005 -0.003
H 4.1273 3.6121 3.2131 0.001 0.000 -0.002
H 1.4677 0.7000 4.8278 0.002 0.001 0.004
N -1.4338 -1.3161 -0.4230 -0.007 0.040 0.017
C -3.8946 -6.5268 -2.1979 0.002 0.002 -0.001
C -3.8030 -0.9196 -0.5946 0.018 -0.006 -0.011
C -4.8765 0.0267 -0.4485 -0.016 0.002 0.004
H 3.1608 -1.5873 3.0384 -0.001 -0.010 0.014
H -2.2132 0.6272 4.8229 0.000 -0.007 0.008
H 0.1394 3.2385 -4.5697 -0.003 0.000 -0.003
C -2.0856 -1.4500 3.0768 -0.003 -0.011 -0.019
C 2.5235 -2.3617 2.6069 0.015 0.006 0.013
H 0.9697 2.9092 -0.9721 0.005 -0.009 -0.026
H -4.9736 -2.6119 -1.2109 -0.002 0.002 -0.002
H 0.5207 7.1955 3.1624 0.001 0.002 0.001
H 0.4485 -2.9385 2.5911 0.011 -0.010 0.002
H 0.4196 -1.8682 -2.8333 -0.007 -0.027 -0.009
H -1.7790 -2.2086 3.7961 0.006 0.004 0.004
H -0.1239 1.5416 -4.9539 -0.005 -0.011 -0.009
H -1.8048 -0.6195 -2.8881 0.009 0.003 -0.010
H -1.5454 -1.7434 -4.2218 -0.002 -0.005 0.006
C 1.9206 -2.8686 -1.0400 0.167 0.064 0.048
C -2.5609 -6.8023 -2.2537 -0.001 0.000 0.000
H 2.6375 -2.3360 1.5268 0.005 0.009 0.000
C -3.9771 -2.2548 -0.9856 -0.014 0.011 -0.010
C -2.8881 -3.0989 -1.0957 0.007 -0.013 -0.005
C -4.6417 1.2975 -0.0547 0.005 -0.004 -0.007
C 0.9881 -2.2991 4.5763 0.009 0.023 0.005
C -3.0016 3.0414 0.6993 -0.024 0.018 0.015
C -3.3073 1.7581 0.2243 0.002 -0.029 -0.003
C 2.5862 0.5398 -2.0512 -0.057 -0.008 0.043
H 1.2027 -0.2777 -5.3148 0.007 -0.003 -0.001
N 2.0397 0.7895 0.2900 0.152 -0.185 0.105
C -1.1809 0.4320 4.5243 -0.010 -0.011 0.012
C 1.1461 -1.1702 -4.6917 -0.010 0.009 0.008
C -1.1895 -0.2065 3.1358 -0.002 -0.034 -0.001
P 0.4372 -0.5935 2.3365 0.134 -0.157 -0.029
H 3.1708 0.4074 -4.1114 0.000 0.000 -0.006
H 2.1892 -5.0847 -1.2920 0.000 0.001 -0.011
H -3.1136 -1.1702 3.3141 0.001 0.001 0.002
H 3.7333 -3.9161 -1.8488 -0.002 0.007 -0.008
H -2.9480 5.9679 0.8803 0.000 -0.001 -0.004
C 4.3877 0.8253 -0.4810 0.061 -0.021 0.000
H 5.5752 0.6368 -3.6563 0.002 0.004 -0.002
H 3.6448 2.8244 0.9501 -0.002 0.006 0.013
H 4.7587 0.8997 0.5308 -0.008 -0.012 -0.004
H 0.3399 2.6174 0.9958 -0.014 0.027 -0.024
C 5.2915 0.7866 -1.5285 -0.018 0.003 0.012
C 0.8923 3.1081 -2.0387 0.018 -0.001 0.011
H 0.3567 4.0475 -2.1854 0.000 0.006 0.012
H 1.3355 -3.2947 4.8571 0.011 0.006 0.004
H -3.8022 3.7498 0.8725 0.000 -0.001 -0.002
H -5.1466 -4.7958 -1.6737 -0.002 0.002 0.006
C 0.4357 2.2191 -4.3152 -0.007 0.029 0.026
C 4.8641 0.6633 -2.8429 -0.038 0.001 -0.003
H -1.3702 -0.0152 -4.4833 -0.001 0.002 -0.008
C 0.3012 -0.9641 -3.4358 0.032 0.007 0.040
C -0.6987 2.4129 0.7705 -0.007 -0.050 0.007
C 3.5086 0.5336 -3.0928 0.041 0.016 -0.022
H -1.7347 7.9634 2.0681 0.000 0.001 -0.001
C 2.3150 1.2501 1.5705 -0.009 0.027 -0.060
H 6.3498 0.8438 -1.3084 0.002 -0.003 -0.004
C -1.3186 4.6956 1.5137 0.000 -0.002 0.009
C -0.1761 6.5804 2.6166 -0.003 -0.004 0.003
H -0.8808 2.0069 -2.6167 -0.002 -0.001 0.009
P 0.8001 0.3461 -2.2333 0.239 -0.203 -0.163
S 0.1461 4.9204 2.3948 -0.005 -0.002 0.001
C -2.5036 -0.4858 -0.3363 -0.001 0.011 -0.008
```
Positions in Å, forces in eV/Å.

Relative energy (zero: lowest compared OMol25 entry of this formula, charge and spin) (eV): 0.051
Net charge: +1
E_LUMO (eV): -3.7
Frontier orbital gap (eV): 5.796